(1)
C5H9NO | ωB97M-V with the def2-TZVPD basis set

Properties
HOMO   -9.550 eV
Molar mass   99.13 g mol⁻¹
SMILES   [H]/N=C1/CCCCO1
E_tot   -8867.657 eV

Positions of all 16 atoms, in Å:
H  -1.6110  0.6299  2.8488
N  -0.7902  0.8964  2.3295
C  -0.5248  0.2616  1.2598
C  0.8531  0.5933  0.7716
C  1.1101  0.4525  -0.7563
C  -0.1190  -0.1450  -1.4723
C  -0.8173  -1.1748  -0.5954
O  -1.3492  -0.5761  0.5988
H  0.8197  1.5155  1.4090
H  1.5681  -0.0265  1.3238
H  1.9552  -0.2326  -0.9206
H  1.3912  1.3928  -1.2407
H  -0.8432  0.6389  -1.7241
H  0.1702  -0.6220  -2.4193
H  -0.1320  -1.9859  -0.3129
H  -1.6810  -1.6180  -1.0997

Atom charges from the natural (NBO) analysis, given in e for atoms 1 to 4:
1. H 0.350
2. N -0.741
3. C 0.583
4. C -0.539

---

(2)
C5H9NO | ωB97M-V with the def2-TZVPD basis set

Properties
HOMO   -8.044 eV
Molar mass   99.13 g mol⁻¹
E_tot   -8860.370 eV

Positions of all 16 atoms, in Å:
C  -0.4580  0.2250  0.2740
C  0.8011  0.4069  0.9851
C  1.6406  0.1217  -0.2300
C  -0.2024  -1.2183  -0.2350
C  -1.5757  -0.7882  0.1511
H  -0.2244  1.2508  -1.4948
H  -2.0223  0.9931  -1.1408
H  0.7081  1.6435  1.1208
H  0.8442  -0.1918  1.9581
H  1.9174  0.9875  -0.8182
H  2.5941  -0.3624  0.0011
H  0.2810  -1.9070  0.4915
H  -2.0280  -1.2096  1.0060
H  -2.3984  -0.5011  -0.5020
N  -0.7594  1.4811  -0.5965
O  0.8821  -0.9311  -0.9704

Atom charges from the natural (NBO) analysis, given in e for atoms 1 to 4:
1. C 0.066
2. C -0.473
3. C -0.107
4. C 0.021

---

Q: Which lowest unoccupied orbital energy values were calculated for the entries above? A: 0.9; 0.7, in eV.
Q: Which energy above the lowest of the compared OMol25 structures with the same formula, charge and spin values were calculated for the entries above? A: 150.1; 853.2, in kJ/mol.